(1)
{
  "formula": "C17H24AuN7O2P2",
  "method": "ωB97M-V/def2-TZVPD",
  "elements": ["Au", "O", "N", "N", "O", "C", "C", "C", "C", "C", "C", "H", "H", "H", "H", "H", "C", "P", "C", "C", "C", "C", "C", "C", "C", "P", "C", "C", "H", "H", "H", "H", "H", "H", "H", "H", "H", "H", "H", "H", "H", "H", "H", "H", "N", "N", "N", "C", "N", "N", "H", "H", "H"],
  "coordinates": [[-0.1530, -0.6901, 0.6210], [-0.7573, -1.7671, -1.8704], [-0.2458, -1.4857, -2.9182], [0.8702, -0.5849, -2.7233], [1.1779, -0.2504, -1.5698], [1.5933, -0.1965, -3.8735], [2.7708, 0.5258, -3.6849], [3.4907, 0.9147, -4.7980], [3.0376, 0.5887, -6.0720], [1.8585, -0.1276, -6.2407], [1.1193, -0.5309, -5.1437], [3.1058, 0.7727, -2.6886], [4.4076, 1.4734, -4.6743], [3.6079, 0.8948, -6.9382], [1.5102, -0.3756, -7.2334], [0.2058, -1.0880, -5.2780], [-3.4224, -1.4844, 0.5647], [-2.3697, -0.0370, 0.3167], [-2.8731, 0.7042, -1.2440], [-2.7265, 1.1240, 1.6560], [-3.8324, 1.9656, 1.5850], [-4.1191, 2.8312, 2.6312], [-3.3061, 2.8621, 3.7535], [-2.1967, 2.0332, 3.8326], [-1.8992, 1.1645, 2.7883], [-0.4396, 0.1149, 2.8477], [-0.7439, -1.2332, 4.0080], [0.9351, 1.0798, 3.5054], [-4.4682, -1.1848, 0.6528], [-3.1302, -2.0119, 1.4720], [-3.3098, -2.1583, -0.2855], [-3.9512, 0.8734, -1.2420], [-2.6416, 0.0129, -2.0533], [-2.3583, 1.6486, -1.4137], [-4.4806, 1.9577, 0.7182], [-4.9787, 3.4839, 2.5661], [-3.5303, 3.5376, 4.5676], [-1.5660, 2.0788, 4.7120], [-0.9743, -0.8269, 4.9951], [0.1424, -1.8639, 4.0803], [-1.5851, -1.8407, 3.6761], [0.7773, 1.3020, 4.5626], [1.0263, 2.0128, 2.9508], [1.8581, 0.5108, 3.3973], [5.1697, -1.0506, 0.7157], [3.8953, -1.5896, 0.6625], [3.6508, -2.7014, 0.0111], [2.3360, -2.7835, 0.1108], [1.8375, -1.7541, 0.8079], [2.8629, -0.9816, 1.1411], [5.8286, -1.8211, 0.7923], [5.2275, -0.4525, 1.5347], [1.7560, -3.5956, -0.2914]],
  "forces_ev_per_a": [[0.2, -0.3, 0.0], [0.1, -0.1, -0.2], [0.4, 0.4, 0.2], [-0.5, -0.5, 0.2], [0.1, 0.2, -0.2], [0.0, 0.0, 0.1], [0.1, 0.1, -0.1], [0.0, 0.0, 0.1], [0.0, 0.0, 0.0], [-0.1, 0.0, 0.0], [0.1, 0.0, -0.1], [0.0, 0.0, 0.0], [0.0, 0.0, 0.0], [0.0, 0.0, 0.0], [0.0, 0.0, 0.0], [0.0, 0.0, 0.0], [-0.1, 0.0, 0.0], [0.0, -0.1, 0.1], [-0.1, 0.1, -0.1], [0.0, 0.1, 0.0], [0.0, 0.0, 0.0], [0.0, 0.0, 0.0], [0.0, 0.0, 0.0], [0.0, 0.0, 0.0], [-0.1, 0.0, -0.2], [0.3, 0.0, 0.2], [0.0, 0.0, 0.1], [0.0, 0.1, 0.1], [0.0, 0.0, 0.0], [0.0, 0.0, 0.0], [0.0, 0.0, 0.0], [0.0, 0.0, 0.0], [0.0, 0.0, 0.0], [0.0, 0.0, 0.0], [0.0, 0.0, 0.0], [0.0, 0.0, 0.0], [0.0, 0.0, 0.0], [0.0, 0.0, 0.0], [0.0, 0.0, 0.0], [0.0, 0.0, 0.0], [0.0, 0.0, 0.0], [0.0, 0.0, 0.0], [0.0, 0.0, 0.0], [0.0, 0.0, 0.0], [-0.2, -0.1, 0.1], [0.3, 0.1, 0.0], [0.0, 0.0, 0.0], [0.0, -0.1, 0.1], [-0.2, 0.3, -0.3], [0.0, 0.0, 0.1], [0.0, 0.0, -0.1], [0.0, 0.0, -0.1], [0.0, 0.0, 0.0]],
  "lowdin_spin": [0.388, 0.268, 0.080, 0.217, 0.323, 0.013, 0.044, 0.000, 0.066, -0.006, 0.056, 0.003, -0.001, 0.003, -0.002, 0.001, 0.022, 0.125, 0.031, 0.003, 0.003, 0.001, 0.002, 0.007, 0.016, 0.189, 0.024, 0.041, 0.006, 0.000, 0.001, 0.007, 0.001, 0.000, 0.000, 0.000, 0.000, 0.001, 0.007, 0.001, 0.000, 0.011, 0.000, 0.002, 0.000, -0.001, 0.003, 0.005, 0.037, 0.000, 0.000, 0.000, 0.000],
  "de_lowest_kj_mol": 0.00,
  "molar_mass_da": 617.3,
  "homo_energy_ev": [-13.4, -14.7],
  "s_squared": 2.0223,
  "e_tot_ha": -2013.66923,
  "gap_ev": [7.49, 7.11],
  "lumo_ev": [-5.96, -7.59],
  "multiplicity": 3,
  "charge": 2
}



(2)
{
  "formula": "C17H24BaClO5P",
  "method": "ωB97M-V/def2-TZVPD",
  "elements": ["C", "C", "C", "O", "C", "C", "C", "P", "C", "C", "C", "C", "C", "O", "C", "C", "O", "C", "C", "O", "C", "Cl", "C", "O", "H", "H", "H", "H", "H", "H", "H", "H", "H", "H", "H", "H", "H", "H", "H", "H", "H", "H", "H", "H", "H", "H", "H", "H", "Ba"],
  "coordinates": [[-4.8345, 1.5822, 2.0766], [-3.4831, 1.0533, 2.5907], [-2.3821, 0.9366, 1.5255], [-2.6795, 1.7230, 0.3826], [-1.5532, 2.0276, -0.3996], [-0.8716, 0.7631, -0.8909], [0.4573, 0.4942, -0.8907], [1.6832, 1.7316, -0.2792], [3.0076, 0.7782, 0.5666], [4.2042, 0.2933, -0.2687], [2.4122, 2.3979, -1.8203], [3.1697, 3.7029, -1.5375], [0.8793, -0.8267, -1.4062], [1.9562, -1.0923, -1.8830], [-0.1196, -1.9658, -1.3513], [0.3342, -3.3983, -1.2682], [-0.1554, -3.9590, -0.0750], [0.7245, -3.8393, 1.0143], [0.0170, -3.8581, 2.3220], [1.8970, -3.7282, 0.8265], [-1.4113, -1.6610, -1.3718], [-2.7167, -2.8603, -1.3196], [-1.8455, -0.2212, -1.4341], [-2.9160, 0.0539, -1.9427], [-5.6428, 0.9962, 2.5157], [-4.9879, 2.6133, 2.3861], [-4.9288, 1.5003, 0.9975], [-3.1127, 1.6631, 3.4131], [-3.6398, 0.0549, 3.0042], [-1.4135, 1.2480, 1.9376], [-2.2572, -0.1276, 1.2455], [-1.9098, 2.5824, -1.2713], [-0.8367, 2.6412, 0.1503], [3.3825, 1.4676, 1.3267], [2.5509, -0.0440, 1.1262], [4.9027, 1.1157, -0.4290], [3.9117, -0.0983, -1.2361], [4.7436, -0.4854, 0.2694], [1.5716, 2.6005, -2.4915], [3.0345, 1.6597, -2.3292], [3.8633, 3.8935, -2.3570], [3.7215, 3.6695, -0.5992], [2.4717, 4.5389, -1.5230], [1.4066, -3.5294, -1.4072], [-0.1459, -3.9506, -2.0940], [-0.3088, -2.8507, 2.5825], [-0.8477, -4.5209, 2.3009], [0.7163, -4.2252, 3.0715], [-2.0193, -2.5406, -3.7557]],
  "forces_ev_per_a": [[0.0, -0.3, 0.3], [-0.1, -0.2, -0.2], [0.2, 0.0, 0.4], [0.1, -0.1, -0.2], [-0.1, 0.0, -0.1], [0.1, 0.1, 0.0], [-0.2, -0.1, -0.1], [-0.3, 0.6, 0.7], [0.5, -0.3, -0.4], [0.0, 0.1, 0.2], [-0.1, -0.2, -0.4], [-0.2, -0.1, -0.4], [0.4, -0.1, -0.2], [-0.4, 0.1, 0.0], [-0.1, -0.8, 0.3], [0.1, -0.5, -0.3], [-0.2, 0.3, 0.1], [0.6, -0.1, -0.1], [0.0, -0.6, 0.1], [-0.3, 0.2, 0.0], [0.0, 0.8, 1.2], [-0.4, -0.1, 2.9], [-0.3, 0.1, 0.0], [0.5, -0.5, -0.2], [0.0, 0.1, 0.0], [0.0, 0.1, -0.2], [0.0, 0.1, 0.0], [-0.1, 0.1, 0.0], [0.1, 0.0, 0.0], [0.0, 0.0, 0.0], [-0.1, 0.1, -0.2], [0.0, 0.1, 0.1], [0.1, 0.0, 0.0], [-0.2, 0.0, 0.1], [-0.1, 0.0, -0.1], [0.0, 0.0, -0.1], [0.0, -0.1, 0.0], [0.0, 0.0, 0.0], [0.0, 0.0, 0.0], [0.1, 0.0, 0.1], [0.1, 0.0, 0.1], [0.1, 0.1, 0.0], [0.1, 0.0, 0.3], [0.0, 0.2, 0.2], [0.0, -0.2, 0.1], [0.0, 0.0, 0.0], [0.0, 0.1, -0.1], [0.0, 0.2, 0.0], [0.2, 0.3, -4.1]],
  "lowdin_charge": [-0.080, -0.193, -0.206, -0.136, -0.157, -0.120, -0.204, 1.049, -0.392, -0.137, -0.413, -0.140, -0.299, 0.172, -0.153, -0.162, -0.029, -0.465, 0.048, 0.165, -0.681, 0.661, -0.389, 0.105, 0.074, 0.079, 0.066, 0.111, 0.103, 0.130, 0.113, 0.154, 0.104, 0.076, 0.075, 0.079, 0.039, 0.081, 0.079, 0.071, 0.082, 0.068, 0.076, 0.147, 0.097, 0.101, 0.100, 0.109, 1.945],
  "molar_mass_da": 512.1,
  "homo_energy_ev": -13.5,
  "e_tot_ha": -1864.76268,
  "gap_ev": 4.81,
  "lumo_ev": -8.71,
  "charge": 2
}



(3)
{
  "formula": "C17H24BrCl2N7PS",
  "method": "ωB97M-V/def2-TZVPD",
  "elements": ["C", "C", "Cl", "C", "Cl", "N", "C", "N", "N", "C", "P", "S", "N", "Br", "H", "H", "H", "H", "H", "H", "H", "H", "H", "N", "C", "C", "C", "C", "H", "H", "H", "H", "H", "N", "C", "C", "C", "C", "H", "H", "H", "H", "H", "N", "C", "C", "C", "C", "H", "H", "H", "H", "H"],
  "coordinates": [[0.2331, -1.8643, 4.0198], [-1.2355, -1.6927, 3.5556], [-2.1266, -3.2749, 3.6112], [-1.4179, -1.0124, 2.1487], [-2.2206, 0.5710, 2.3712], [-0.1991, -0.9542, 1.3334], [0.7000, 0.0233, 1.0812], [0.6572, 1.2750, 1.5580], [1.7018, -0.3961, 0.2725], [1.4323, -1.6936, 0.0481], [2.3661, -2.9829, -0.9055], [3.1891, -4.1456, 0.4347], [0.2901, -2.0170, 0.6661], [-0.4447, -3.7285, 0.5652], [0.9393, -2.1430, 3.2190], [0.5830, -1.0025, 4.6161], [0.2418, -2.7159, 4.7260], [-1.7346, -1.0588, 4.3044], [-2.1344, -1.6391, 1.5867], [-0.1369, 1.8944, 1.5097], [1.5089, 1.6758, 1.9342], [1.4827, -3.8032, -1.6684], [3.3260, -2.3421, -1.7240], [0.9458, 4.3855, -0.1260], [1.0938, 5.7005, 0.2308], [1.9554, 6.2838, -0.6575], [2.3407, 5.2854, -1.5927], [1.7012, 4.1274, -1.2416], [0.3737, 3.7179, 0.3522], [0.5739, 6.1029, 1.0843], [2.2744, 7.3130, -0.6413], [3.0107, 5.4055, -2.4282], [1.7171, 3.1452, -1.6848], [1.6141, -7.9816, -2.2188], [0.3293, -8.2005, -2.6380], [-0.5016, -7.4276, -1.8736], [0.3160, -6.7103, -0.9601], [1.6178, -7.0721, -1.2006], [2.4311, -8.4234, -2.6022], [0.1189, -8.8869, -3.4409], [-1.5750, -7.3810, -1.9594], [-0.0159, -6.0077, -0.2113], [2.5385, -6.7631, -0.7354], [-2.5427, 6.5280, -2.0315], [-3.8790, 6.3094, -1.8277], [-4.0129, 5.1446, -1.1208], [-2.7047, 4.6435, -0.8845], [-1.8206, 5.5220, -1.4565], [-2.1525, 7.3096, -2.5275], [-4.6160, 6.9992, -2.2036], [-4.9441, 4.7014, -0.8072], [-2.4431, 3.7404, -0.3542], [-0.7456, 5.5163, -1.5051]],
  "forces_ev_per_a": [[-0.3, -0.7, 0.5], [0.7, 0.3, 0.5], [0.3, 0.6, -0.2], [-1.1, -1.0, 0.6], [0.4, -0.4, -0.4], [0.3, 1.1, 0.0], [0.7, 0.5, -0.6], [0.2, 0.8, 0.7], [-0.5, -1.1, 0.4], [-0.7, 1.1, -0.3], [1.3, -1.7, 1.3], [-0.1, 0.5, -0.2], [0.0, -2.1, -0.8], [-0.2, 0.8, 0.2], [-0.3, 0.3, 0.3], [-0.1, -0.2, -0.7], [0.0, 0.4, -0.3], [0.0, -0.3, -0.5], [0.4, 0.4, 0.1], [-0.2, -0.6, 0.3], [0.0, -0.1, -0.5], [-0.1, 1.1, -0.2], [-0.8, 0.4, -0.1], [0.2, 0.1, 0.0], [0.0, 0.0, 0.2], [-0.1, 0.0, 0.0], [0.0, -0.1, -0.1], [0.0, -0.1, 0.0], [-0.1, 0.1, -0.1], [0.0, 0.0, 0.0], [0.0, 0.0, 0.0], [0.0, 0.0, 0.0], [0.0, 0.0, 0.0], [-0.2, 0.1, 0.0], [0.1, -0.1, 0.0], [-0.1, 0.0, -0.1], [0.0, 0.0, -0.2], [0.2, 0.0, 0.0], [0.0, 0.0, 0.0], [0.0, 0.0, 0.0], [0.0, 0.0, 0.0], [0.1, -0.3, 0.0], [-0.1, 0.0, 0.0], [-0.1, -0.1, 0.1], [0.0, 0.1, -0.1], [-0.1, 0.0, 0.0], [0.1, 0.0, 0.0], [0.1, 0.0, -0.1], [0.0, 0.0, 0.0], [0.0, 0.0, 0.0], [0.0, 0.0, 0.0], [0.0, 0.0, 0.0], [0.0, 0.0, -0.1]],
  "nbo_charge": [-0.654, -0.215, -0.030, -0.071, 0.041, -0.202, 0.581, -0.823, -0.424, 0.131, 0.775, -0.521, -0.238, 0.417, 0.211, 0.244, 0.263, 0.257, 0.268, 0.428, 0.439, 0.058, 0.052, -0.520, -0.078, -0.303, -0.286, -0.091, 0.391, 0.220, 0.233, 0.229, 0.210, -0.497, -0.063, -0.299, -0.320, -0.075, 0.421, 0.222, 0.226, 0.173, 0.227, -0.500, -0.069, -0.311, -0.317, -0.075, 0.417, 0.217, 0.222, 0.191, 0.222],
  "molar_mass_da": 540.3,
  "homo_energy_ev": -9.9,
  "e_tot_ha": -5279.06401,
  "gap_ev": 5.38,
  "lumo_ev": -4.55,
  "charge": 1
}